C21H60O9 | the ωB97M-V functional and the def2-TZVPD basis

```
90
Properties=species:S:1:pos:R:3:forces:R:3
O 12.568 -28.983 0.204 -0.265 0.331 -0.194
O 12.562 -22.238 -0.361 -0.407 -0.417 0.107
O 11.086 -19.467 3.266 -0.164 0.125 0.123
O 10.554 -24.031 0.165 -0.369 -0.358 -0.130
O 8.948 -23.126 -5.631 0.238 -0.032 -0.520
O 12.502 -24.320 4.711 -0.530 0.129 0.427
O 10.469 -27.067 -0.019 0.019 0.943 0.452
O 7.942 -22.899 0.456 -0.074 0.274 -0.236
O 6.301 -24.546 4.906 -0.242 -0.032 -0.072
C 13.170 -26.617 4.800 -0.561 0.211 -0.636
C 10.448 -20.303 5.437 -0.103 -0.225 -0.487
C 14.150 -29.491 -1.570 -0.059 -0.388 -0.419
C 8.227 -24.756 3.435 -0.429 -0.354 0.131
C 13.720 -22.934 -0.760 0.601 0.412 -1.226
C 13.790 -27.135 -0.817 -0.908 0.068 -0.210
C 14.794 -21.879 -1.016 0.437 0.427 0.779
C 6.742 -22.667 3.498 0.039 0.442 0.246
C 10.652 -21.932 -4.480 -0.883 -0.849 0.123
C 12.055 -25.644 4.369 1.605 0.243 0.083
C 7.351 -23.828 4.266 0.419 0.187 0.072
C 8.220 -26.814 -0.813 0.770 0.361 1.304
C 13.456 -23.725 -2.045 0.060 0.030 -0.079
C 9.481 -27.659 -0.845 0.390 -1.017 -0.647
C 10.026 -27.793 -2.268 -0.594 0.245 -0.198
C 10.279 -21.738 3.401 0.560 -0.250 -0.134
C 11.813 -25.685 2.868 -0.670 -0.172 0.212
C 10.165 -20.315 3.944 -0.149 -0.777 -0.030
C 9.165 -23.683 -3.296 -0.579 0.486 -0.393
C 13.801 -28.596 -0.394 1.424 0.123 0.473
C 9.266 -22.574 -4.364 0.013 -0.067 0.696
H 11.305 -26.593 2.534 0.141 -0.078 0.043
H 11.831 -22.896 -0.310 0.322 0.447 0.195
H 7.565 -25.241 2.711 0.267 -0.008 -0.247
H 10.616 -21.230 -5.310 0.320 0.100 0.040
H 10.552 -19.290 5.818 0.022 -0.037 0.093
H 9.434 -23.368 -2.287 0.243 0.049 -0.096
H 13.125 -24.006 4.049 0.004 -0.136 -0.119
H 13.201 -27.064 -1.737 0.229 0.246 -0.125
H 8.678 -25.544 4.046 -0.172 0.018 0.162
H 9.615 -20.820 5.917 -0.001 0.175 0.209
H 9.727 -24.565 -3.603 0.174 0.067 0.060
H 12.490 -24.232 -1.977 0.215 -0.353 0.001
H 8.076 -22.083 -0.044 -0.010 -0.129 0.046
H 11.171 -24.854 2.581 0.063 0.046 -0.061
H 9.071 -24.280 2.942 -0.249 0.286 -0.175
H 10.808 -28.545 -2.348 0.122 0.040 0.030
H 14.452 -30.504 -1.289 -0.236 0.031 0.270
H 14.282 -24.408 -2.253 -0.196 -0.297 0.156
H 11.284 -27.598 0.065 -0.614 -0.244 -0.262
H 10.393 -26.816 -2.593 0.229 -0.054 0.087
H 9.776 -21.826 2.434 0.041 -0.144 0.016
H 14.660 -21.323 -1.944 -0.304 -0.088 -0.033
H 6.404 -21.931 4.230 -0.177 0.005 -0.090
H 8.016 -26.609 0.245 -0.125 0.017 -0.070
H 8.105 -23.958 -3.264 0.058 -0.242 0.119
H 8.448 -25.842 -1.258 -0.384 -0.075 -0.326
H 11.333 -22.002 3.272 0.026 0.239 -0.160
H 15.827 -22.238 -1.010 -0.190 -0.431 -0.126
H 8.509 -21.810 -4.132 0.198 0.098 0.104
H 7.506 -22.174 2.897 0.013 -0.060 -0.035
H 8.014 -23.344 -5.675 -0.039 -0.017 0.129
H 14.763 -21.162 -0.189 -0.105 0.041 -0.116
H 13.482 -26.466 5.829 -0.233 -0.029 0.123
H 11.173 -25.835 4.980 -0.205 0.179 -0.221
H 14.032 -26.395 4.165 0.080 -0.283 -0.002
H 10.930 -21.461 -3.540 0.043 0.148 -0.054
H 13.281 -29.568 -2.229 0.020 0.014 -0.011
H 6.515 -25.482 4.932 0.113 0.032 0.033
H 13.406 -23.088 -2.932 -0.118 0.307 0.219
H 11.340 -20.902 5.627 0.140 0.240 0.118
H 7.004 -22.902 0.678 0.126 -0.093 0.079
H 9.933 -22.524 4.073 -0.432 0.280 0.078
H 9.129 -19.998 3.755 0.095 0.349 0.114
H 13.320 -26.437 -0.120 -0.041 -0.334 0.301
H 7.340 -27.311 -1.207 0.112 0.045 -0.433
H 14.585 -28.689 0.374 -0.103 -0.144 -0.062
H 11.340 -22.755 -4.675 0.251 0.233 -0.178
H 11.045 -19.683 2.328 0.092 0.039 0.032
H 14.097 -23.623 0.010 -0.275 0.044 0.157
H 5.880 -22.911 2.873 0.092 -0.347 -0.005
H 10.483 -24.968 -0.091 0.149 0.028 0.216
H 12.515 -29.944 0.219 -0.011 0.015 0.026
H 12.824 -27.640 4.633 0.295 -0.073 0.085
H 9.226 -28.038 -2.976 0.065 -0.218 0.141
H 9.271 -28.663 -0.445 -0.139 0.112 -0.102
H 14.798 -26.757 -0.963 0.084 -0.211 -0.253
H 12.753 -25.587 2.320 0.063 -0.032 0.061
H 7.951 -23.346 5.049 0.185 -0.226 0.036
H 9.646 -23.764 0.387 0.120 -0.028 -0.025
H 14.979 -29.131 -2.182 -0.038 0.342 0.191
```
Positions in Å, forces in eV/Å.

SMILES: CC(C)O.CC(C)O.CC(C)O.CC(C)O.CC(C)O.CC(C)O.CC(C)O.O.O
Charge: 0
Electronic energy: -41177.562 eV
Orbital gap: 9.81 eV
HOMO energy: -9.5941 eV
Energy relative to the best compared isomer or geometry (same formula, charge and spin): 0.00 kcal/mol
Multiplicity: 1

C21H62AlBrO26P7 | the ωB97M-V functional and the def2-TZVPD basis

```
118
Properties=species:S:1:pos:R:3:forces:R:3
Br -1.896 1.915 -5.191 -0.171 -0.184 0.208
P 5.235 5.982 -0.679 -4.540 -4.212 7.901
P -7.784 -4.889 -0.525 -2.530 2.644 -9.355
P -10.329 -11.951 -1.789 10.020 1.137 0.396
P 1.884 -0.029 0.526 7.416 5.013 -4.621
P 2.931 1.610 7.836 8.164 0.509 -5.920
P 11.824 9.604 -0.037 -4.387 -4.081 8.119
P -1.537 -0.262 -5.756 2.433 -0.531 0.854
Al -3.525 -1.118 -6.601 -2.071 -0.118 0.039
O 11.742 8.034 -0.758 2.507 1.723 -1.459
O -8.805 -4.031 -1.287 0.166 0.397 1.713
O 5.152 4.412 -1.399 2.743 1.932 -1.433
O -6.658 -1.192 -4.005 -1.852 1.604 -4.772
O -1.098 -1.066 -4.263 0.851 0.346 -0.724
O 12.972 9.006 0.986 0.191 0.351 -1.657
O 1.334 -0.652 -0.991 -1.488 -1.969 3.065
O 11.906 11.175 0.683 2.206 0.109 -3.060
O -6.963 -5.810 -1.620 0.394 0.271 1.668
O 3.635 2.591 9.075 -3.650 -0.223 0.852
O 2.190 1.291 -0.197 -1.330 0.013 1.034
O -10.367 -11.497 -0.120 -2.747 -1.841 -0.634
O 10.450 9.438 0.629 -0.022 0.389 -1.722
O 3.861 5.817 -0.012 0.029 0.446 -1.645
O 2.227 0.629 6.597 -2.483 1.484 1.791
O -9.023 -6.084 -0.351 2.147 -0.674 2.916
O 4.312 0.964 7.649 -1.150 -0.944 0.949
O -9.627 -13.370 -1.322 -1.618 0.424 0.239
O -6.545 -3.694 -0.700 0.938 -2.566 2.505
O 2.814 2.890 6.802 -1.267 -0.791 0.859
O 5.317 7.553 0.042 2.210 0.197 -3.008
O -9.213 -10.943 -2.102 -1.638 0.645 0.192
O -10.290 -12.406 -3.458 -3.454 -0.859 1.302
O 3.241 -0.966 0.491 -1.216 -0.244 1.037
O 6.383 5.384 0.345 0.268 0.349 -1.577
O 2.433 0.594 2.044 -1.693 -2.857 0.645
C 3.536 -1.834 -0.583 0.079 -0.633 -0.362
C -6.424 -1.031 -5.542 -1.415 2.793 1.612
C 4.017 3.590 -1.201 -0.891 0.014 -0.240
C 11.200 12.164 -0.045 -0.365 0.495 -0.152
C -5.102 0.070 -6.009 -2.682 -1.382 1.190
C -9.912 -5.818 0.720 -0.368 0.036 0.193
C 4.611 8.543 -0.686 -0.327 0.433 -0.117
C -11.028 -11.532 -4.295 -0.189 0.403 -0.511
C -6.813 -2.476 -1.370 -0.538 0.673 0.057
C 3.729 1.932 10.327 0.198 -0.179 0.506
C 6.981 6.168 1.355 0.528 0.385 0.335
C 13.570 9.790 1.996 0.539 0.385 0.390
C -9.508 -10.483 0.367 -0.039 0.766 -0.233
C 3.264 4.184 7.143 -0.027 0.770 0.147
C -7.760 -0.239 -4.767 3.765 -3.103 -0.812
C 3.010 -0.329 5.909 0.309 -0.679 0.265
C 2.906 1.924 2.144 -0.464 0.600 -0.109
C 0.006 -0.273 -1.306 -0.792 0.221 -0.471
C -7.428 -7.071 -2.051 -0.013 -0.744 -0.104
C -9.238 -14.364 -2.246 0.015 -0.657 -0.380
C 10.606 7.212 -0.559 -0.715 0.130 -0.260
H 4.984 8.583 -1.714 -0.154 0.293 0.058
H -0.288 -0.765 -2.236 0.004 0.102 0.335
H 3.218 2.099 3.177 -0.240 -0.393 0.108
H 3.627 -1.281 -1.521 -0.183 -0.041 0.077
H -5.595 0.695 -6.869 0.949 -0.862 1.799
H 4.774 9.512 -0.209 0.087 -0.155 -0.017
H -9.351 -5.724 1.654 -0.313 -0.058 0.108
H 3.775 2.079 1.498 -0.293 -0.105 -0.126
H 2.692 4.574 7.989 0.258 0.067 -0.026
H -7.466 -7.769 -1.211 -0.194 -0.049 -0.213
H -7.578 -1.907 -0.834 -0.038 0.004 -0.322
H 2.739 1.589 10.640 0.192 0.020 0.280
H -10.477 -4.901 0.530 0.087 -0.012 0.009
H -6.726 -7.472 -2.789 0.088 0.341 0.184
H 3.369 -1.095 6.603 0.234 0.132 -0.235
H -10.613 -6.652 0.808 0.137 0.018 -0.044
H -4.922 0.658 -5.013 -0.504 -0.754 -2.017
H -9.735 -9.528 -0.114 0.366 -0.073 0.040
H -3.786 -2.647 -6.156 0.230 -0.003 0.227
H 14.278 9.167 2.552 -0.176 -0.166 -0.322
H 10.774 6.267 -1.082 0.348 0.256 -0.212
H 9.717 7.684 -0.985 -0.034 -0.162 0.320
H 3.539 8.325 -0.687 0.082 -0.054 -0.032
H -7.112 -2.658 -2.405 -0.166 -0.093 0.333
H 3.127 4.062 -1.626 -0.027 -0.223 0.345
H 4.493 -2.327 -0.385 -0.129 0.226 0.289
H -6.683 -1.986 -6.314 0.640 2.555 2.634
H -10.578 -10.535 -4.298 -0.037 -0.074 0.066
H 4.334 4.181 7.368 -0.132 -0.074 0.124
H 2.376 -0.816 5.163 -0.341 0.245 0.238
H 12.821 10.161 2.700 0.023 0.075 -0.181
H 2.107 2.631 1.905 0.348 0.079 -0.140
H -12.064 -11.473 -3.948 0.010 0.089 -0.327
H 7.689 5.545 1.910 -0.166 -0.174 -0.302
H -0.061 0.810 -1.443 0.031 -0.089 0.042
H 10.129 11.947 -0.045 0.088 -0.048 -0.022
H -8.408 -6.986 -2.528 0.029 -0.007 0.194
H -11.015 -11.928 -5.313 0.017 -0.053 0.179
H -9.684 -10.374 1.441 -0.400 -0.259 -0.087
H -0.670 -0.590 -0.506 -0.164 0.016 -0.294
H -10.111 -14.752 -2.776 0.238 0.017 -0.133
H 4.415 1.083 10.262 -0.080 0.029 -0.049
H 14.128 10.618 1.553 -0.123 0.035 0.240
H -7.641 0.863 -4.389 -0.426 -2.432 -1.035
H -3.519 -1.149 -8.214 0.402 0.246 -0.069
H 3.842 0.149 5.386 0.013 0.030 0.351
H -8.753 -0.792 -5.047 1.856 1.361 1.252
H -8.498 -13.975 -2.951 -0.194 0.044 -0.010
H 2.771 -2.610 -0.664 0.114 0.104 -0.241
H 11.363 13.134 0.432 0.080 -0.166 -0.020
H -5.894 -1.884 -1.381 0.117 -0.338 0.284
H -8.781 -15.194 -1.698 -0.156 0.294 0.220
H 7.539 6.996 0.912 -0.113 0.067 0.259
H -0.102 -1.181 -4.179 -1.937 0.501 -0.696
H 3.876 3.370 -0.139 -0.067 0.392 -0.207
H 4.184 2.645 -1.724 0.298 0.263 -0.179
H 10.466 6.991 0.502 -0.042 0.357 -0.068
H 11.573 12.205 -1.072 -0.149 0.298 0.072
H 4.112 2.639 11.066 -0.092 -0.002 -0.154
H -8.460 -10.758 0.222 -0.170 0.047 -0.322
H 6.232 6.539 2.059 0.028 0.080 -0.173
H 3.099 4.851 6.290 -0.141 -0.381 -0.032
```
Positions in Å, forces in eV/Å.

Charge: -1
Electronic energy: -217659.036 eV
Orbital gap: 2.27 eV
HOMO energy: -4.1811 eV
Energy relative to the best compared isomer or geometry (same formula, charge and spin): 498.47 kcal/mol
Multiplicity: 1

Number 1: molar mass 456.70 g/mol. Number 2: molar mass 1054.41 g/mol.